This record from OMol25 describes a molecular structure, C17H23BeF5NO3P2 at a distorted geometry. The level of theory is ωB97M-V with the def2-TZVPD basis set.

Summary:
HOMO-LUMO gap = 7.921 eV
E_HOMO = -10.989 eV
Charge = +1

XYZ file:
```
52
C17H23BeF5NO3P2 ωB97M-V with the def2-TZVPD basis set
P 2.218 0.007 0.645
P -1.910 -0.199 -1.094
F -1.282 3.339 2.455
F -2.900 2.818 4.655
F -0.768 -1.371 1.753
F -2.440 -1.839 3.830
F -3.488 0.236 5.264
O 1.944 -3.586 0.813
O 0.643 -3.107 -1.418
O -0.299 1.301 0.950
N 0.731 0.810 -1.625
C -3.070 -1.583 -0.972
C 2.395 2.046 -2.801
C 2.645 0.508 2.326
C -2.399 1.821 3.893
C -1.351 -0.293 2.396
C 1.922 1.463 -1.638
C -1.058 1.024 2.018
C 1.710 1.885 -4.001
C -2.905 1.325 -1.257
C 0.545 1.118 -4.015
C -2.699 0.496 4.215
C -1.588 2.072 2.799
C -1.061 -0.382 -2.696
C 3.439 -1.207 0.084
C 0.089 0.593 -2.802
C 2.710 1.477 -0.352
C -2.167 -0.568 3.474
Be 0.103 0.266 -0.100
H 2.517 2.390 0.237
H 1.344 -3.138 1.451
H -3.587 1.197 -2.110
H -3.398 -1.671 0.078
H 3.713 0.761 2.370
H -0.648 -1.418 -2.660
H -3.492 1.485 -0.339
H 2.104 2.300 -4.922
H 2.431 -0.326 3.010
H -1.800 -0.238 -3.487
H -2.579 -2.519 -1.286
H 3.356 2.552 -2.760
H 1.272 -3.493 -0.734
H 2.384 -4.326 1.273
H 4.433 -0.746 0.194
H 3.251 -1.476 -0.968
H -3.952 -1.403 -1.609
H 0.030 0.895 -4.956
H 3.338 -2.121 0.693
H 3.792 1.437 -0.557
H 0.763 -3.711 -2.166
H -2.285 2.219 -1.426
H 2.054 1.385 2.628
```